--- one ---
Computed, not measured: a gas-phase ion, C5H10N (charge +1), with wB97M-V/def2-TZVPD.

* frontier orbital gap: 10.46 eV
* HOMO: -0.5225 hartree
* lowest unoccupied orbital energy: -0.13803 Ha
* SMILES: CCC1=C[C@H]1[NH3+]

Geometry as ORCA input:
```
! RIJCOSX wB97M-V def2-TZVPD def2/J DEFGRID3
* xyz 1 1
H -1.670 -0.052 -0.090
N 0.549 2.290 0.205
H 0.391 0.886 1.872
C -0.843 -0.788 -0.434
H -1.596 -2.436 0.672
H -1.740 -2.546 -1.112
C -1.147 -2.304 -0.284
H -0.763 -0.448 -1.553
H 0.128 2.934 0.972
C 0.681 0.943 0.815
H -0.270 -2.819 -0.388
C 1.700 -0.014 0.108
H -0.019 2.218 -0.690
H 2.750 -0.348 0.070
H 1.434 2.795 -0.203
C 0.415 -0.310 0.038
*
```

--- two ---
Computed, not measured: a gas-phase ion, C5H10N (charge +1), with wB97M-V/def2-TZVPD.

* frontier orbital gap: 8.83 eV
* HOMO: -0.5114 hartree
* lowest unoccupied orbital energy: -0.18695 Ha
* SMILES: C=[NH+]C/C=C/C

Geometry as ORCA input:
```
! RIJCOSX wB97M-V def2-TZVPD def2/J DEFGRID3
* xyz 1 1
C 0.100 0.266 0.855
H -2.569 -0.049 -1.333
C 1.230 -1.255 2.325
C -1.927 0.281 -2.171
H -2.556 0.208 -3.068
H -0.678 0.686 1.599
H 0.024 2.131 -0.438
N -0.756 0.792 -2.056
H 1.795 -2.286 2.182
H 1.060 0.970 -1.232
H 0.271 -1.346 2.911
C 0.947 -0.709 0.963
C 0.064 0.983 -0.702
H 1.359 -0.969 0.061
H 1.866 -0.634 2.945
H -0.229 0.929 -2.841
*
```

It is one that is the most stable of them.

--- one ---
Computed, not measured: 2 unconnected molecules or ions with the total composition C3H12NOS2, with wB97M-V/def2-TZVPD.

* frontier orbital gap: 7.79 eV
* HOMO: -0.4103 hartree
* lowest unoccupied orbital energy: -0.12391 Ha

Geometry as ORCA input:
```
! RIJCOSX wB97M-V def2-TZVPD def2/J DEFGRID3
* xyz 1 1
H 2.043 3.725 0.777
H 1.228 -2.542 -1.217
H 1.320 -1.770 0.153
H 0.640 -0.415 -2.441
S 0.562 2.520 -1.020
H 0.329 4.539 0.582
C 1.200 -0.484 -1.578
H -1.297 -1.659 -1.015
S 1.575 0.878 -0.458
C 0.700 -1.621 -0.675
H 0.769 3.011 1.502
N -0.809 -1.587 -0.168
H -3.150 -1.816 2.772
H -3.649 -1.086 1.684
H -1.066 -2.441 0.315
C 0.952 3.483 0.535
H -0.793 -0.693 0.405
H 2.237 -0.748 -2.094
O -2.791 -1.294 1.941
*
```

--- two ---
Computed, not measured: 2 unconnected molecules or ions with the total composition C3H12NOS2, with wB97M-V/def2-TZVPD.

* frontier orbital gap: 10.00 eV
* HOMO: -0.4800 hartree
* lowest unoccupied orbital energy: -0.11235 Ha

Geometry as ORCA input:
```
! RIJCOSX wB97M-V def2-TZVPD def2/J DEFGRID3
* xyz 1 1
C 0.889 1.722 0.026
S 1.727 1.534 1.644
H -0.071 -0.755 0.994
H 1.616 1.572 -0.765
C -0.028 -0.228 -1.292
C -0.360 0.838 -0.226
H -1.882 -3.090 -0.656
N -0.690 0.057 1.015
H 3.538 -0.260 1.023
H -0.544 0.572 1.889
H 0.638 0.233 -2.016
H -1.130 1.518 -0.583
H -1.604 -0.391 0.924
H -0.903 -0.380 -1.926
S 2.474 -0.363 1.833
H 0.703 2.795 0.068
O -1.882 -2.171 -0.344
H -2.787 -2.001 -0.660
H 0.294 -1.203 -0.948
*
```

It is two that is the most stable of them.